Entry 1:
Here is a single C5H12O2 molecule in a non-equilibrium geometry from the Open Molecules 2025 dataset. Energies are from ωB97M-V with the def2-TZVPD basis set.

Atoms and positions in Å:
1 O 1.69113 -0.21927 -0.25179
2 C 0.29558 2.36662 -0.42196
3 H -1.40329 -1.40899 -0.91470
4 H -0.42398 0.04719 1.82550
5 C 0.35103 -0.17014 -0.71507
6 H -0.07788 1.16535 1.14564
7 H 0.09037 -2.32561 -1.03178
8 C -0.29778 1.04773 -0.00807
9 C -0.39345 -1.49004 -0.48996
10 H -1.37633 0.97832 -0.24345
11 H 2.09943 -1.04093 -0.54818
12 H 1.23625 2.46465 0.12392
13 O -1.07464 -0.67088 1.68230
14 H 0.33050 0.02882 -1.80655
15 H 0.52612 -1.96835 1.39742
16 H -1.10955 -2.62995 1.21013
17 C -0.47897 -1.75913 1.00807
18 H -0.38928 3.15605 -0.10042
19 H 0.48669 2.44661 -1.49137

Forces on the atoms, in the same order (eV/Å):
O 0.3 -0.2 0.0
C 0.2 0.4 -0.3
H 0.1 0.1 0.1
H -0.7 -1.4 0.0
C -0.3 0.3 0.1
H -0.6 -0.4 -2.5
H 0.0 0.3 0.3
C 0.3 0.3 0.7
C 0.0 0.2 0.2
H 0.4 0.2 0.6
H 0.0 0.1 0.0
H 0.1 0.3 -0.3
O -0.1 -0.3 1.0
H 0.1 0.2 0.3
H -0.1 0.0 0.0
H 0.1 0.0 0.0
C 0.1 -0.4 0.0
H 0.3 0.1 -0.1
H 0.0 0.1 -0.1

Values from the calculation:
Energy above the lowest of the compared OMol25 structures with the same formula, charge and spin   166.5 kJ/mol
HOMO   -9.7 eV
SMILES   CC[C@@H](O)CCO
LUMO level   0.821 eV

These are the natural (NBO) partial charges, in e, on atoms 1 to 4: atom 1 (O): -0.7315, atom 2 (C): -0.6106, atom 3 (H): 0.2139, atom 4 (H): 0.4688

***

Entry 2:
Here is CH13O6Pd as an isolated structure in a non-equilibrium geometry from the Open Molecules 2025 dataset. Energies are from ωB97M-V with the def2-TZVPD basis set.

Atoms and positions in Å:
1 H 10.95463 17.90343 21.75978
2 H 7.28866 18.52162 18.84859
3 H 5.67567 15.68435 22.90820
4 O 6.33159 19.47264 22.41768
5 C 5.87752 16.16582 21.95136
6 O 8.96194 20.52015 21.52483
7 O 10.26876 17.83197 21.09592
8 O 9.09695 18.34953 23.68382
9 H 7.87813 19.86314 19.22906
10 H 8.64350 17.68869 24.20718
11 H 9.32325 20.93454 22.30840
12 H 5.47223 19.67362 22.04710
13 H 10.69111 17.38647 20.36150
14 H 5.30335 17.08959 21.88011
15 Pd 8.19558 18.51294 21.60615
16 O 7.23531 16.45190 21.79869
17 H 8.96762 21.21188 20.86323
18 H 6.14935 19.21863 23.32240
19 O 7.74381 18.97451 19.55850
20 H 9.85290 18.59928 24.21522
21 H 5.56245 15.46791 21.17564

Forces on the atoms, in the same order (eV/Å):
H 0.2 0.0 0.4
H -0.3 -0.5 -0.2
H 0.3 -0.4 0.3
O 0.4 -0.2 0.1
C 0.3 1.5 -0.4
O 0.3 0.4 0.2
O -0.2 0.1 0.0
O -0.6 -0.1 -0.2
H 0.1 0.4 -0.1
H -0.1 -0.4 0.3
H 0.1 0.2 0.5
H -0.4 0.2 -0.5
H -0.1 -0.3 -0.6
H -0.3 -0.2 0.0
Pd -0.1 -0.7 0.3
O -0.1 -0.2 0.2
H 0.0 0.2 -0.4
H -0.1 0.1 0.6
O -0.2 0.0 -0.4
H 0.5 0.3 0.1
H 0.1 -0.4 -0.2

Values from the calculation:
Energy above the lowest of the compared OMol25 structures with the same formula, charge and spin   0.0 kJ/mol
Total charge   +2
HOMO (alpha / beta)   -18.7 / -18.7 eV
<S²>   3.76
Multiplicity   4
LUMO level (alpha / beta)   -6.899 / -9.965 eV

These are the natural (NBO) partial charges, in e, on atoms 1 to 4: atom 1 (H): 0.5141, atom 2 (H): 0.5326, atom 3 (H): 0.2749, atom 4 (O): -0.9493

***

Entry 3:
Here is C32H27ClNO2P2Pd as an isolated structure in a non-equilibrium geometry from the Open Molecules 2025 dataset. Energies are from ωB97M-V with the def2-TZVPD basis set.

Atoms and positions in Å:
1 C 0.40128 2.43620 -2.93613
2 H 0.06168 3.35160 -3.39933
3 H -2.37492 -4.71160 1.82657
4 Cl -7.89842 2.06020 -3.18583
5 H -0.39262 -0.68640 3.94317
6 C 3.76388 -1.47400 -1.17523
7 H -1.40122 -2.93260 0.41387
8 H 0.40168 -0.93810 -3.41123
9 N 1.57428 -1.22870 0.62977
10 C -1.38382 -2.84880 1.49427
11 C 4.56958 -0.88590 -0.19963
12 O -2.90822 -0.19560 -1.28723
13 H 6.56448 -0.40990 0.36197
14 C -1.95402 -3.68400 3.66897
15 H -1.77722 1.39340 1.75907
16 C -6.42832 1.43140 -2.63463
17 C -0.82392 -1.56350 3.48167
18 C 6.50968 -1.52230 -1.47753
19 H -0.43732 1.17030 -4.45993
20 C 2.19278 -2.12490 1.60637
21 H 2.62498 -1.54480 2.42147
22 H -2.40552 -4.44400 4.28967
23 C -5.09092 -0.48760 -2.03773
24 C 0.33138 0.97670 2.00237
25 O -2.03462 2.48890 -0.92503
26 C 1.67218 1.33580 -1.19583
27 C 1.33548 0.08670 -1.75403
28 P 0.02938 -0.52080 1.02907
29 C -0.82272 1.76870 2.13417
30 H 1.46298 3.45710 -1.36733
31 H 2.97908 -2.72010 1.13937
32 C -6.25942 0.02950 -2.49993
33 C 4.32828 -2.09190 -2.29153
34 H -4.95512 -1.55380 -1.92543
35 C -1.94492 -3.83530 2.28687
36 H 1.46288 -2.80770 2.04077
37 C 0.10528 1.20680 -3.52253
38 C 5.94038 -0.89170 -0.37823
39 C 5.70338 -2.09630 -2.45273
40 C -0.74522 2.98950 2.77597
41 C 0.56178 0.02320 -2.93093
42 C 1.54578 1.41320 2.52127
43 H 2.34258 1.38870 -0.34583
44 C -3.96852 0.34910 -1.67063
45 H 7.58508 -1.59060 -1.56063
46 C -1.39422 -2.55860 4.25737
47 H 2.43138 0.80120 2.43927
48 C 0.47288 3.42990 3.28017
49 H 4.13378 -0.40080 0.66007
50 H -7.07582 -0.62510 -2.77043
51 C -0.79812 -1.73170 2.09607
52 P 1.94788 -1.48890 -1.01843
53 H 2.54488 2.97100 3.58267
54 H -5.51532 3.35520 -2.38543
55 C -4.16832 1.79140 -1.79523
56 Pd -0.87202 0.58340 -0.88583
57 H 3.70108 -2.57660 -3.02563
58 H 6.14048 -2.58260 -3.31173
59 H 0.53398 4.39210 3.76417
60 C -5.37602 2.28680 -2.27893
61 C 1.60838 2.63790 3.16497
62 H -1.62912 3.59710 2.89067
63 H -3.39392 3.78170 -1.59803
64 C 1.18718 2.49960 -1.78313
65 C -3.13292 2.72460 -1.41593
66 H -1.38952 -2.45400 5.33157

Forces on the atoms, in the same order (eV/Å):
C 0.0 -0.3 -0.3
H 0.0 0.0 0.0
H -0.1 -0.1 0.0
Cl 0.5 -0.1 0.1
H 0.0 0.0 0.0
C -0.8 -0.3 0.1
H 0.0 -0.1 0.0
H -0.2 0.1 0.1
N -0.2 -0.4 -1.4
C 0.1 0.0 0.0
C 0.1 0.2 0.0
O 0.5 -0.2 0.0
H 0.1 0.0 0.0
C 0.0 0.0 -0.1
H 0.1 0.2 0.1
C -0.4 -0.3 -0.1
C 0.1 -0.1 -0.1
C 0.0 -0.1 -0.1
H 0.0 0.0 0.1
C 0.3 -0.5 0.6
H 0.1 0.0 0.0
H 0.0 -0.1 0.0
C -0.1 -0.1 0.0
C -0.3 -0.2 -0.3
O 0.2 -0.2 0.1
C 0.1 0.1 0.0
C -0.3 -0.6 -0.3
P -0.3 0.1 1.1
C 0.1 -0.3 0.0
H 0.0 0.1 0.1
H 0.0 0.1 0.0
C 0.0 -0.1 0.0
C 0.0 -0.1 -0.2
H 0.0 -0.1 0.0
C 0.0 0.1 -0.1
H -0.1 0.0 -0.1
C 0.2 0.3 -0.1
C -0.1 0.1 0.3
C -0.1 -0.1 0.1
C 0.0 0.0 0.0
C 0.1 -0.1 0.0
C -0.1 -0.1 -0.1
H -0.1 0.0 0.0
C -0.4 0.4 -0.2
H 0.0 0.1 -0.1
C 0.0 0.1 0.1
H 0.1 0.0 0.0
C 0.0 -0.1 -0.1
H 0.0 0.0 0.1
H -0.1 0.0 0.0
C 0.0 0.5 -0.6
P 1.0 1.3 1.0
H 0.1 0.1 0.0
H 0.0 0.1 0.0
C -0.4 -0.5 -0.2
Pd -0.4 0.2 -0.2
H 0.0 -0.1 -0.1
H 0.0 0.0 0.0
H 0.0 0.1 0.1
C 1.0 0.2 0.3
C 0.0 0.0 0.0
H -0.1 0.1 0.0
H 0.1 -0.1 0.1
C 0.2 -0.2 0.1
C -0.4 0.8 -0.1
H -0.1 0.0 0.1

Values from the calculation:
Energy above the lowest of the compared OMol25 structures with the same formula, charge and spin   0.0 kJ/mol
Total charge   +3
HOMO (alpha / beta)   -16.7 / -17.1 eV
<S²>   6.04
Multiplicity   5
LUMO level (alpha / beta)   -8.575 / -11.610 eV

These are the natural (NBO) partial charges, in e, on atoms 1 to 4: atom 1 (C): -0.1575, atom 2 (H): 0.2636, atom 3 (H): 0.2467, atom 4 (Cl): 0.2363